Run a
A 2-piece molecular cluster, C2H8N3O2 overall, computed with wB97M-V/def2-TZVPD.

Computed properties:
total charge: +1
HOMO-LUMO gap: 8.383 eV
HOMO level: -0.5284 Eh

Structure (XYZ):
```
15
Properties=species:S:1:pos:R:3:mulliken_charge:R:1
O -1.82 -0.07 0.51 -0.512
O 2.35 -0.09 0.43 -0.087
N -0.16 -2.07 -0.43 -0.470
N 1.28 -0.37 -0.28 0.087
N 0.42 -1.11 -0.08 0.719
C 3.07 1.10 0.27 -0.430
C -2.84 0.04 -0.44 -0.536
H 3.06 1.39 -0.74 0.291
H -3.49 0.81 0.08 0.278
H -2.41 0.44 -1.33 0.260
H 4.01 0.80 0.76 0.244
H 2.51 1.75 1.01 0.280
H -1.72 0.68 1.09 0.305
H -1.05 -2.42 -0.19 0.333
H -3.22 -0.90 -0.67 0.240
```


Run b
An isolated ion of composition C2H8N3O2 and charge +1, computed with wB97M-V/def2-TZVPD.

Computed properties:
total charge: +1
HOMO-LUMO gap: 11.619 eV
SMILES: N/C(O)=[NH+]/[C@H](N)O
HOMO level: -0.5415 Eh

Structure (XYZ):
```
15
Properties=species:S:1:pos:R:3:mulliken_charge:R:1
O -2.11 -0.24 1.25 -0.446
O 1.78 -0.11 -0.97 -0.442
N 1.58 2.08 -0.51 -0.313
N -0.15 0.67 0.04 -0.334
N -0.68 -1.77 -0.09 -0.420
C 1.03 0.88 -0.48 0.624
C -0.85 -0.81 0.88 0.162
H 2.50 2.43 -0.81 0.266
H -1.41 -2.10 -0.75 0.230
H 0.03 -2.45 0.17 0.264
H -0.12 -0.92 1.78 0.300
H -0.47 1.56 0.49 0.201
H -2.87 -0.56 0.75 0.339
H 0.98 2.70 0.04 0.196
H 1.23 -0.77 -1.40 0.372
```


Run c
A 2-piece molecular cluster, C2H8N3O2 overall, computed with wB97M-V/def2-TZVPD.

Computed properties:
total charge: +1
HOMO-LUMO gap: 10.770 eV
HOMO level: -0.5158 Eh

Structure (XYZ):
```
15
Properties=species:S:1:pos:R:3:mulliken_charge:R:1
O -1.54 4.04 0.34 -0.277
O -0.79 -1.46 -1.36 -0.391
N -1.45 2.86 1.05 -0.075
N -0.08 0.82 1.15 -0.690
N 0.06 -1.42 -0.26 -0.013
C -0.72 1.93 1.09 0.422
C 1.58 -1.73 -0.66 -0.647
H -0.41 -2.23 0.36 0.412
H 1.64 -2.47 -1.43 0.348
H 2.22 -2.15 0.19 0.298
H -0.14 -0.48 0.21 0.328
H 0.82 0.75 1.60 0.223
H -2.31 4.51 0.67 0.381
H -0.72 -2.26 -1.93 0.356
H 1.84 -0.74 -1.02 0.325
```


Short version: run b, run c, run a, most stable first.


Run a
A 7-piece molecular cluster, C14H28Cl14 overall, computed with wB97M-V/def2-TZVPD.

Computed properties:
HOMO-LUMO gap: 10.860 eV
SMILES: ClCCCl.ClCCCl.ClCCCl.ClCCCl.ClCCCl.ClCCCl.ClCCCl
HOMO level: -0.3874 Eh

Structure (XYZ):
```
56
Properties=species:S:1:pos:R:3:mulliken_charge:R:1
Cl 5.92 -2.25 -2.84 -0.207
Cl -4.35 -0.73 2.71 -0.167
Cl -1.42 -0.18 -2.34 -0.268
Cl 2.92 -2.57 -0.93 -0.063
Cl 1.54 -4.49 -4.09 -0.196
Cl -0.67 -1.81 0.89 -0.203
Cl -4.73 -3.58 1.07 -0.181
Cl -1.20 3.42 0.42 -0.196
Cl -1.39 -5.21 -2.79 -0.214
Cl 1.74 2.03 2.26 -0.085
Cl -3.15 2.91 4.28 -0.187
Cl 1.93 7.09 -0.33 -0.216
Cl 1.02 3.38 -2.49 -0.212
Cl -0.52 0.19 4.18 -0.099
C -1.51 3.44 2.16 -0.127
C 4.11 -3.74 -1.41 -0.615
C 2.16 0.80 3.52 -0.654
C 4.63 -3.50 -2.82 -0.309
C -0.21 0.22 -1.02 0.649
C -2.97 3.09 2.50 0.042
C 1.01 5.88 -1.37 -0.281
C 1.12 -0.32 3.66 -0.358
C 0.38 -3.30 -3.37 -0.163
C -4.26 -0.84 0.95 0.241
C 1.77 4.59 -1.29 -0.459
C -0.75 -0.10 0.31 0.537
C -5.11 -1.99 0.37 -0.566
C -0.41 -3.86 -2.20 0.058
H 4.92 -3.72 -0.68 0.390
H -3.22 2.13 1.95 -0.250
H -0.33 -2.92 -4.10 0.425
H 0.74 -0.34 -1.21 0.115
H 2.73 4.67 -1.77 0.447
H 1.91 4.05 -0.35 0.191
H 3.13 0.39 3.22 0.365
H 2.25 1.33 4.48 0.338
H 0.03 0.38 0.99 -0.546
H -4.95 -2.02 -0.71 0.317
H -0.88 2.67 2.65 -0.163
H -1.05 -3.16 -1.71 -0.043
H 1.52 -0.98 4.45 0.391
H 1.02 -2.56 -2.90 -0.076
H 0.04 5.74 -0.84 0.176
H 3.86 -3.18 -3.50 0.189
H -1.71 0.27 0.54 0.186
H -3.70 3.78 2.13 0.416
H 0.33 -4.19 -1.45 0.212
H -1.18 4.44 2.41 0.422
H 0.02 1.29 -1.20 -0.464
H -4.49 0.09 0.51 0.439
H 3.65 -4.69 -1.34 0.294
H 5.12 -4.40 -3.18 0.317
H -3.20 -1.05 0.70 -0.459
H 0.97 6.13 -2.39 0.380
H 1.06 -0.92 2.77 0.123
H -6.17 -1.78 0.53 0.366
```


Run b
A 7-piece molecular cluster, C14H28Cl14 overall, computed with wB97M-V/def2-TZVPD.

Computed properties:
HOMO-LUMO gap: 10.693 eV
SMILES: ClCCCl.ClCCCl.ClCCCl.ClCCCl.ClCCCl.ClCCCl.ClCCCl
HOMO level: -0.3870 Eh

Structure (XYZ):
```
56
Properties=species:S:1:pos:R:3:mulliken_charge:R:1
Cl 0.25 -5.70 1.97 -0.215
Cl -1.83 4.98 -2.27 -0.170
Cl 4.11 -3.08 0.27 -0.197
Cl -1.16 2.89 1.02 -0.196
Cl -3.73 -2.33 -5.22 -0.184
Cl 2.51 2.08 3.78 -0.175
Cl 1.48 -1.77 -3.04 -0.091
Cl 1.84 0.88 -0.06 -0.184
Cl 0.97 1.57 -3.34 -0.115
Cl -5.15 5.61 -1.71 -0.209
Cl 2.51 4.08 6.59 -0.187
Cl 3.55 -2.25 3.56 -0.193
Cl -2.46 0.00 -2.93 -0.106
Cl -0.45 -2.22 2.08 -0.154
C -4.14 4.33 -0.97 -0.441
C 2.16 1.60 5.45 -0.434
C 1.49 2.64 6.28 -0.495
C 1.57 0.47 -4.60 -0.531
C -0.58 -3.43 0.77 -0.068
C 0.08 0.68 0.09 0.929
C 0.62 -4.37 0.78 -0.123
C 3.51 -1.11 2.17 -0.025
C -2.75 -1.75 -2.80 -0.460
C -3.11 3.79 -1.93 -0.056
C -0.46 1.31 1.38 0.012
C -4.04 -2.15 -3.51 -0.439
C 4.50 -1.56 1.12 -0.342
C 0.92 -0.90 -4.43 -0.337
H -4.45 -3.07 -3.10 0.340
H 1.04 -1.51 -5.33 0.359
H 3.86 -0.16 2.58 0.262
H -4.77 -1.37 -3.36 0.296
H 2.65 0.45 -4.50 0.336
H 2.50 -0.90 1.83 -0.126
H -1.82 -2.23 -3.11 0.351
H -0.47 0.97 -0.79 -0.073
H 1.56 -3.92 1.10 -0.022
H -0.06 -0.40 0.13 -0.700
H -0.63 -2.93 -0.20 -0.166
H 3.09 1.26 5.90 0.366
H 1.55 0.69 5.45 0.274
H -2.87 -1.96 -1.74 0.204
H -3.63 4.80 -0.14 0.262
H -2.64 2.95 -1.41 -0.098
H -4.84 3.54 -0.72 0.328
H 0.76 -4.95 -0.13 0.318
H -3.56 3.40 -2.83 0.388
H -0.16 -0.73 -4.42 0.073
H 1.22 2.22 7.25 0.339
H 0.29 1.53 2.12 -0.077
H -1.50 -3.97 0.93 0.420
H -1.22 0.63 1.75 0.286
H 5.47 -1.70 1.57 0.372
H 0.52 2.94 5.89 0.311
H 1.35 0.87 -5.59 0.315
H 4.55 -0.77 0.37 0.254
```


Short version: run b, run a, most stable first.


Run a
C20H26N4O2 in the gas phase, computed with wB97M-V/def2-TZVPD.

Computed properties:
HOMO-LUMO gap: 9.479 eV
SMILES: Cc1cc(CN(C)C(=O)[C@H]2CCC(=O)N(CCc3ccccc3)C2)n[nH]1
HOMO level: -0.3276 Eh

Structure (XYZ):
```
52
Properties=species:S:1:pos:R:3:mulliken_charge:R:1
O -2.78 -2.07 1.68 -0.719
O -3.23 3.34 -1.01 -0.692
N 3.50 -1.90 0.64 0.340
N -0.93 -2.55 0.51 0.137
N 2.58 -2.39 -0.19 -1.035
N -1.84 1.93 0.04 0.010
C 0.13 -2.27 -0.42 -0.502
C 1.08 0.31 -2.71 -0.937
C 2.33 0.09 -2.14 -0.216
C 2.79 0.95 -1.17 -0.389
C -2.98 2.21 -0.63 0.693
C 1.42 -1.95 0.28 1.034
C -0.74 -3.77 1.27 -1.099
C -0.95 3.03 0.34 -1.231
C 2.02 2.02 -0.76 -0.234
C 0.31 1.38 -2.30 0.088
C 1.61 -1.18 1.44 0.148
C 0.77 2.25 -1.32 0.194
C -3.72 -0.15 -0.03 -0.885
C -2.24 -0.52 -0.04 0.396
C -3.93 1.06 -0.92 -0.633
C 3.81 -0.52 2.69 -1.493
C -2.01 -1.78 0.79 0.086
C 2.97 -1.17 1.65 -0.670
C -0.07 3.41 -0.87 -1.339
C -1.46 0.64 0.57 0.084
H -1.57 -3.88 1.96 0.380
H 3.17 -0.09 3.46 0.351
H -0.32 2.75 1.19 0.512
H -0.13 -1.44 -1.07 -0.239
H 0.86 -0.72 2.05 0.650
H -4.32 -0.99 -0.38 0.414
H 0.30 -3.15 -1.05 0.383
H -1.56 3.90 0.60 0.547
H -0.70 -4.63 0.60 0.330
H 0.56 4.25 -0.59 0.461
H 2.39 2.69 0.01 0.396
H 0.20 -3.72 1.84 0.313
H 3.77 0.79 -0.73 0.475
H -1.93 -0.67 -1.08 0.449
H 4.47 -2.11 0.48 0.182
H -0.66 1.56 -2.75 0.423
H -4.94 1.45 -0.83 0.391
H 0.71 -0.36 -3.47 0.358
H 4.42 0.27 2.26 0.307
H -3.78 0.79 -1.97 0.260
H -0.74 3.73 -1.67 0.446
H -1.63 0.63 1.66 0.314
H -0.38 0.50 0.40 -0.249
H -4.02 0.06 1.00 0.315
H 2.93 -0.75 -2.46 0.322
H 4.47 -1.25 3.16 0.369
```


Run b
C20H26N4O2 in the gas phase, computed with wB97M-V/def2-TZVPD.

Computed properties:
HOMO-LUMO gap: 9.177 eV
SMILES: CC(C)CCOc1ccc(C(=O)N2CCN(c3ncccn3)CC2)cc1
HOMO level: -0.3070 Eh

Structure (XYZ):
```
52
Properties=species:S:1:pos:R:3:mulliken_charge:R:1
O 3.68 -0.74 -1.40 -0.471
O -2.38 1.09 -1.24 -0.689
N -1.39 -0.11 2.93 -0.530
N -2.65 -1.02 -0.50 0.092
N -3.12 -1.32 1.99 -0.016
N -3.57 0.82 2.71 -0.517
C -2.15 -2.29 -0.03 -0.634
C -3.15 1.92 3.30 -0.167
C 4.47 0.87 -3.10 -0.722
C -4.35 -1.30 1.23 -0.760
C 1.51 -0.47 -2.50 -0.507
C -4.05 -0.79 -0.20 -0.900
C 6.80 1.37 -2.21 -1.601
C -2.19 -2.31 1.52 -0.963
C 5.34 1.81 -2.26 0.695
C -1.89 0.02 -0.94 0.335
C 0.40 -0.34 0.04 0.641
C -1.84 2.08 3.73 -0.666
C 2.33 -0.56 -1.38 0.777
C -0.43 -0.25 -1.07 -0.275
C 0.15 -0.30 -2.34 -1.156
C -2.68 -0.17 2.54 0.694
C -0.99 1.00 3.51 -0.090
C 1.76 -0.49 -0.11 -0.737
C 4.40 -0.58 -2.61 -0.824
C 4.79 1.99 -0.85 -1.499
H -3.89 2.70 3.42 0.432
H 3.96 -1.21 -3.40 0.312
H 7.18 1.18 -3.21 0.353
H 0.05 1.02 3.81 0.447
H -1.14 -2.45 -0.40 0.344
H -2.80 -3.07 -0.44 0.442
H -0.02 -0.27 1.04 0.456
H -1.50 2.98 4.20 0.394
H -4.68 -1.31 -0.93 0.375
H 2.41 -0.56 0.75 0.488
H -2.51 -3.30 1.87 0.291
H 1.91 -0.51 -3.50 0.402
H -4.75 -2.32 1.21 0.349
H 4.85 1.06 -0.30 0.278
H -5.06 -0.64 1.73 0.419
H 3.75 2.31 -0.88 0.335
H -4.23 0.28 -0.28 0.465
H 5.36 2.75 -0.31 0.468
H 4.87 0.84 -4.12 0.430
H 3.46 1.28 -3.15 0.424
H 5.31 2.79 -2.76 0.336
H 6.91 0.47 -1.62 0.345
H 7.41 2.15 -1.75 0.443
H -0.49 -0.21 -3.21 0.455
H -1.21 -2.08 1.94 0.560
H 5.39 -0.96 -2.39 0.448
```


Short version: run a, run b, most stable first.


Run a
A 16-piece molecular cluster, H30O19S overall, computed with wB97M-V/def2-TZVPD.

Computed properties:
total charge: -2
HOMO-LUMO gap: 9.639 eV
HOMO level: -0.1783 Eh

Structure (XYZ):
```
50
Properties=species:S:1:pos:R:3:mulliken_charge:R:1
S -0.20 -0.08 0.10 -0.264
O -2.34 2.01 2.62 -0.732
O -3.06 -2.07 0.30 -0.696
O 0.50 1.06 -0.45 -0.514
O -0.57 0.30 1.49 0.326
O 2.94 0.92 -2.88 -0.624
O -0.01 -3.89 -0.38 -0.677
O -2.07 3.18 -0.74 -0.832
O 3.09 1.72 -0.85 -0.834
O 1.17 0.50 3.42 -0.721
O 0.34 3.14 0.83 -0.656
O 2.63 -2.36 -0.94 -0.789
O 1.38 -2.43 2.34 -0.687
O 4.25 -0.59 -0.18 -0.801
O -2.03 -1.40 2.74 -0.749
O -1.35 -0.30 -0.70 -0.360
O -3.50 1.11 -1.39 -0.734
O -0.14 2.03 -2.70 -0.787
O -1.36 -0.93 -3.28 -0.706
O 0.64 -1.26 0.07 -0.368
H -1.73 -1.47 3.68 0.238
H 1.76 -2.14 -0.64 0.366
H 0.47 2.30 0.35 0.401
H 2.45 1.20 -3.64 0.283
H 0.52 0.46 2.81 0.067
H -1.54 1.71 2.11 0.366
H 4.23 -0.64 0.78 0.334
H -3.17 1.67 2.18 0.319
H 0.57 -2.21 2.83 0.283
H -2.31 -1.60 -0.33 0.127
H 3.43 -1.03 -0.44 0.423
H -1.61 2.37 -1.11 0.346
H 0.83 3.04 1.55 0.301
H -1.72 -0.70 2.16 0.370
H 2.60 1.38 -2.22 0.367
H -1.37 -0.80 -2.37 0.382
H -3.09 -1.88 1.26 0.369
H -1.41 -1.93 -3.38 0.307
H -0.64 1.24 -2.94 0.374
H -1.59 3.19 0.09 0.433
H 2.37 -2.28 -1.91 0.389
H 1.00 -2.12 1.57 0.456
H -0.20 -2.91 -0.23 0.359
H 0.22 1.76 -1.86 0.298
H 3.58 1.01 -0.69 0.427
H -3.48 1.99 -1.24 0.409
H 0.77 -0.40 3.69 0.332
H 2.20 1.68 -0.57 0.446
H -2.74 0.69 -1.00 0.351
H -0.69 -4.26 0.11 0.282
```


Run b
A 16-piece molecular cluster, H30O19S overall, computed with wB97M-V/def2-TZVPD.

Computed properties:
total charge: -2
HOMO-LUMO gap: 9.690 eV
HOMO level: -0.1770 Eh

Structure (XYZ):
```
50
Properties=species:S:1:pos:R:3:mulliken_charge:R:1
S -0.10 0.09 -0.08 0.425
O -3.49 0.15 -0.62 -0.661
O -0.56 1.49 -0.27 -0.616
O -1.42 2.55 2.26 -0.698
O 0.54 2.19 -3.76 -0.678
O 3.06 -1.29 1.51 -0.748
O 1.50 2.00 2.52 -0.763
O 0.76 -2.71 2.22 -0.663
O 0.57 3.94 -0.63 -0.671
O -2.02 2.08 -2.55 -0.798
O -2.31 -0.60 3.04 -0.733
O -1.95 -3.15 -0.07 -0.747
O -0.01 0.68 4.79 -0.685
O -0.20 -0.29 1.35 -0.410
O 0.53 -4.42 -0.81 -0.715
O -0.93 -0.78 -0.95 -0.236
O 1.34 -0.03 -0.41 -0.432
O 2.93 1.47 -2.05 -0.752
O 2.08 -1.87 -2.35 -0.709
O -1.19 -0.97 -3.61 -0.721
H -0.70 0.56 5.45 0.257
H 3.22 2.08 -1.36 0.304
H -2.11 1.17 -2.86 0.310
H 3.69 -1.48 0.80 0.285
H 0.73 -3.50 -1.05 0.285
H -2.85 -2.97 -0.34 0.233
H 2.23 -1.11 1.04 0.353
H -1.24 2.02 1.46 0.249
H -0.45 0.47 3.95 0.450
H -1.00 -0.81 -2.66 0.248
H -0.38 -1.39 -3.94 0.306
H 2.99 -1.61 -2.54 0.286
H 1.30 1.41 1.78 0.368
H 0.13 3.07 -0.57 0.441
H -0.25 2.17 -3.17 0.461
H 0.48 -1.80 1.99 0.309
H 1.29 2.26 -3.17 0.353
H 2.44 0.78 -1.55 0.337
H -0.35 -4.38 -0.42 0.393
H 1.73 -1.14 -1.80 0.384
H 1.37 1.41 3.28 0.357
H -0.53 2.79 2.55 0.394
H -1.45 -2.38 -0.41 0.376
H -2.62 -0.30 -0.59 0.290
H -4.09 -0.51 -0.97 0.258
H -1.74 2.00 -1.61 0.375
H 1.68 -2.62 2.49 0.359
H 1.51 3.73 -0.58 0.267
H -2.64 0.27 2.79 0.355
H -1.51 -0.70 2.49 0.371
```


Short version: run b, run a, most stable first.


Run a
An isolated ion of composition C5H12N2 and charge +1, computed with wB97M-V/def2-TZVPD.

Computed properties:
total charge: +1
HOMO-LUMO gap (spin up / spin down): 6.407 / 6.423 eV
2S+1: 2
HOMO level (spin up / spin down): -0.5243 / -0.5250 Eh

Structure (XYZ):
```
19
Properties=species:S:1:pos:R:3:lowdin_spin:R:1
N 0.19 0.68 1.78 0.011
N -0.15 -2.24 -0.43 0.818
C -0.03 -0.71 1.30 0.007
C 0.70 0.08 -1.14 0.042
C 0.70 -1.09 -0.02 0.076
C -0.78 2.09 -0.19 -0.001
C -0.70 0.95 -1.21 0.002
H -0.02 1.30 0.83 0.000
H -1.43 0.25 -1.14 0.003
H -1.13 -0.67 0.90 0.000
H 1.82 -1.30 0.18 0.018
H 0.27 -2.69 -1.29 0.021
H 0.10 -1.47 2.16 0.002
H -0.22 3.13 -0.47 0.000
H -0.75 1.13 -2.35 -0.001
H 1.63 0.66 -0.95 0.003
H -1.78 2.27 0.18 0.000
H 1.23 0.77 2.11 0.000
H 0.72 -0.39 -2.11 0.001
```


Run b
An isolated ion of composition C5H12N2 and charge +1, computed with wB97M-V/def2-TZVPD.

Computed properties:
total charge: +1
HOMO-LUMO gap (spin up / spin down): 10.573 / 5.402 eV
2S+1: 2
HOMO level (spin up / spin down): -0.4993 / -0.4983 Eh

Structure (XYZ):
```
19
Properties=species:S:1:pos:R:3:lowdin_spin:R:1
N -0.38 0.39 -1.24 0.640
N -0.40 2.70 -0.72 0.079
C -1.04 1.63 -1.45 0.066
C 1.44 -2.02 2.30 0.009
C 0.18 -1.56 0.20 -0.001
C 1.21 -1.26 1.25 0.004
C -0.77 -0.38 -0.02 0.089
H 0.57 -1.88 -0.77 -0.001
H 0.78 -2.86 2.51 0.000
H -0.42 -2.44 0.42 0.000
H 0.63 0.53 -1.29 0.015
H -2.10 1.61 -1.23 0.000
H -1.76 -0.72 -0.31 0.017
H -0.93 1.77 -2.56 0.037
H 1.86 -0.42 1.02 0.000
H 2.23 -1.90 3.02 0.001
H -0.74 0.41 0.73 0.039
H 0.56 2.85 -1.00 0.002
H -0.94 3.55 -0.85 0.003
```


Short version: run b, run a, most stable first.


Run a
A 2-piece molecular cluster, C6H14N2O2 overall, computed with wB97M-V/def2-TZVPD.

Computed properties:
HOMO-LUMO gap: 9.380 eV
SMILES: CNC(C)=O.CNC(C)=O
HOMO level: -0.3232 Eh

Structure (XYZ):
```
24
Properties=species:S:1:pos:R:3:mulliken_charge:R:1
O 1.04 0.12 -0.07 -0.687
O -3.33 1.69 1.46 -0.613
N -1.52 1.69 0.16 -0.141
N 2.10 -1.92 -0.31 -0.197
C -1.83 -0.12 1.77 -0.684
C 1.88 -2.29 1.10 -0.666
C -2.30 1.16 1.20 0.708
C -1.81 2.80 -0.73 -1.021
C 1.52 -0.69 -0.86 0.749
C 1.84 -0.56 -2.37 -1.058
H 2.65 -2.54 -0.84 0.188
H 2.07 0.47 -2.57 0.287
H -0.60 1.34 -0.04 0.285
H -2.55 -0.82 1.94 0.410
H 2.51 -1.30 -2.78 0.336
H -2.73 3.33 -0.42 0.340
H 1.02 -1.67 1.60 0.049
H -1.01 3.47 -0.69 0.345
H -0.97 -0.67 1.31 -0.102
H -1.79 2.52 -1.74 0.307
H 1.60 -3.27 1.21 0.390
H 2.68 -2.02 1.84 0.279
H -1.44 0.11 2.86 0.223
H 0.96 -0.82 -3.02 0.275
```


Run b
A 2-piece molecular cluster, C6H14N2O2 overall, computed with wB97M-V/def2-TZVPD.

Computed properties:
HOMO-LUMO gap: 10.368 eV
SMILES: CNC(C)=O.CNC(C)=O
HOMO level: -0.3584 Eh

Structure (XYZ):
```
24
Properties=species:S:1:pos:R:3:mulliken_charge:R:1
O -2.13 -0.69 -1.29 -0.582
O 2.27 0.29 2.64 -0.581
N 0.61 -0.71 1.42 -0.233
N -0.47 0.49 -2.03 -0.177
C -1.69 0.42 -1.45 0.533
C 0.02 -0.81 -2.69 -0.843
C -2.50 1.59 -0.78 -0.820
C 2.41 0.41 0.30 -0.737
C -0.23 -1.03 2.60 -0.753
C 1.77 0.00 1.61 0.665
H -2.21 1.36 0.23 0.190
H 0.22 -0.43 3.50 0.295
H -3.57 1.42 -1.12 0.272
H 0.03 1.31 -2.38 0.216
H 3.51 0.24 0.24 0.339
H 2.47 1.49 0.19 0.268
H -0.49 -1.77 -2.30 0.279
H 0.04 -0.61 -3.80 0.354
H 0.11 -0.46 0.59 0.222
H -2.40 2.62 -1.26 0.323
H -0.41 -2.09 2.90 0.273
H -1.33 -0.56 2.36 0.193
H 2.16 -0.17 -0.66 0.051
H 1.10 -1.05 -2.51 0.255
```


Short version: run a, run b, most stable first.